[1]
{
  "formula": "C3H11N",
  "method": "ωB97M-V with the def2-TZVPD basis set",
  "orbital_gap_ev": 10.6,
  "homo_energy_ev": -9.4,
  "multiplicity": 1,
  "smiles": "CC.CN",
  "lumo_energy_ev": 1.24,
  "species": ["N", "H", "H", "H", "C", "H", "H", "H", "H", "H", "H", "C", "H", "C", "H"],
  "positions_angstrom": [[2.5535, -2.8069, -5.4676], [-2.6087, 3.4042, 4.7698], [3.0504, -2.3007, -3.4617], [-1.5534, 0.7695, 3.5307], [2.7151, -1.7795, -4.3544], [1.7952, -1.2173, -4.4044], [-1.2747, 1.4156, 5.1619], [-1.8943, 3.1403, 3.1741], [3.0977, -3.6083, -5.1725], [3.5964, -1.2847, -4.6821], [1.5843, -3.0976, -5.4645], [-2.0025, 1.2981, 4.3717], [-2.9611, 0.7930, 4.4727], [-2.5386, 2.7065, 3.9361], [-3.5593, 2.5678, 3.5904]],
  "lowdin_charge": [-0.089, 0.055, 0.060, 0.054, -0.156, 0.067, 0.056, 0.053, 0.039, 0.044, 0.036, -0.155, 0.055, -0.169, 0.052]
}

***

[2]
{
  "formula": "C3H11N2",
  "method": "ωB97M-V with the def2-TZVPD basis set",
  "orbital_gap_ev": [5.4, 10.3],
  "homo_energy_ev": [-4.2, -9.3],
  "multiplicity": 2,
  "lumo_energy_ev": [1.21, 1.05],
  "species": ["H", "H", "H", "H", "H", "N", "H", "H", "C", "N", "C", "H", "H", "H", "H", "C"],
  "positions_angstrom": [[1.4035, 0.3179, 0.8404], [2.2897, 0.7996, -2.0848], [0.3739, 1.4944, -0.0559], [-2.0835, -0.6916, 2.3539], [-2.0224, -0.5414, -1.3242], [-1.2180, -0.7768, 1.8401], [2.1978, -0.7394, -1.2037], [-2.9525, 0.0325, 0.0234], [-1.1408, -0.7967, 0.5112], [-2.0947, -0.3588, -0.3403], [1.3486, 0.9934, -0.0610], [-0.4559, -0.6845, 2.5042], [-0.2188, -1.1040, 0.0083], [0.8166, 0.0253, -1.9339], [2.0404, 1.8018, 0.2610], [1.7161, 0.2283, -1.3387]],
  "lowdin_charge": [0.061, 0.062, 0.059, 0.076, 0.076, 0.026, 0.061, 0.076, -0.428, 0.033, -0.195, 0.079, 0.081, 0.050, 0.061, -0.177]
}

***

[3]
{
  "formula": "C3H11N2",
  "method": "ωB97M-V with the def2-TZVPD basis set",
  "charge": 1,
  "orbital_gap_ev": 9.9,
  "homo_energy_ev": -13.6,
  "multiplicity": 1,
  "smiles": "NCCC[NH3+]",
  "lumo_energy_ev": -3.70,
  "species": ["H", "C", "H", "H", "C", "H", "H", "N", "H", "N", "H", "C", "H", "H", "H", "H"],
  "positions_angstrom": [[1.5784, -0.6837, -2.0809], [0.2368, 0.7025, 0.7068], [-1.7400, 0.8118, -0.0858], [0.6199, -1.1679, -0.0389], [-1.2624, 0.3462, 0.7799], [0.2549, 0.4233, -2.0165], [0.6280, 0.5946, 1.7222], [-1.4856, -1.0856, 0.5298], [-1.6705, 0.7111, 1.7192], [1.1585, 0.1386, -1.6357], [2.1040, -0.4151, 0.1799], [1.1014, -0.1871, -0.1709], [0.4211, 1.7529, 0.4601], [-1.2351, -1.6791, 1.3089], [1.7795, 0.9265, -1.8395], [-2.4889, -1.1891, 0.4614]],
  "lowdin_charge": [0.180, -0.176, 0.111, 0.112, -0.256, 0.176, 0.123, -0.017, 0.117, 0.210, 0.135, -0.172, 0.119, 0.082, 0.175, 0.080]
}

***

[4]
{
  "formula": "C3H11N2",
  "method": "ωB97M-V with the def2-TZVPD basis set",
  "charge": 1,
  "orbital_gap_ev": 9.9,
  "homo_energy_ev": -13.5,
  "multiplicity": 1,
  "lumo_energy_ev": -3.56,
  "species": ["C", "N", "H", "C", "H", "H", "H", "H", "H", "H", "N", "H", "H", "H", "C", "H"],
  "positions_angstrom": [[2.2303, -0.2286, -0.6358], [0.7023, -0.5173, -0.6972], [2.1789, 1.4906, -2.0727], [-3.6641, -0.1760, 1.8472], [2.1398, 0.4296, 0.2717], [0.4322, -1.2557, -1.3031], [2.7473, -1.1627, -0.4220], [-2.4266, 1.2910, 1.2941], [3.9036, 0.8468, -1.4417], [2.8452, -0.0823, -2.6761], [-2.4404, 0.2818, 1.5543], [0.1467, 0.3065, -1.0045], [-3.6612, -0.9985, 2.4514], [-4.5225, 0.4564, 1.8614], [2.7645, 0.5904, -1.7455], [0.3991, -0.7878, 0.2463]],
  "lowdin_charge": [-0.210, 0.185, 0.096, -0.059, 0.140, 0.144, 0.134, 0.030, 0.152, 0.105, -0.027, 0.179, 0.024, 0.058, -0.109, 0.159]
}

***

[5]
{
  "formula": "C3H11N2",
  "method": "ωB97M-V with the def2-TZVPD basis set",
  "charge": 1,
  "orbital_gap_ev": 9.8,
  "homo_energy_ev": -13.5,
  "multiplicity": 1,
  "lumo_energy_ev": -3.74,
  "species": ["H", "H", "H", "C", "C", "H", "H", "H", "N", "H", "H", "H", "H", "N", "H", "C"],
  "positions_angstrom": [[-1.7931, -0.8395, 1.1203], [1.6878, 1.4132, 1.3781], [-0.7099, 0.3807, 0.5621], [-1.6297, -0.5268, -1.0691], [1.3143, 0.4239, 1.2935], [2.2750, -0.1982, 1.5801], [-2.0866, -1.4347, -0.9049], [1.9748, 0.6979, -2.0610], [0.9125, 0.1859, -0.0643], [-2.4506, 0.5875, 0.6080], [2.7937, -0.4889, -0.8426], [-0.6619, -0.6535, -1.5484], [0.4553, 0.2153, 2.0682], [-1.6603, -0.0569, 0.4715], [-2.2619, 0.2301, -1.6367], [1.8407, 0.0641, -0.9548]],
  "lowdin_charge": [0.156, 0.074, 0.061, 0.037, -0.141, 0.127, 0.053, 0.166, -0.184, 0.161, 0.080, 0.064, 0.108, 0.129, 0.125, -0.014]
}

***

[6]
{
  "formula": "C3H11N2",
  "method": "ωB97M-V with the def2-TZVPD basis set",
  "charge": 1,
  "orbital_gap_ev": 10.7,
  "homo_energy_ev": -15.2,
  "multiplicity": 1,
  "lumo_energy_ev": -4.48,
  "species": ["H", "H", "H", "H", "N", "H", "C", "C", "H", "H", "H", "C", "N", "H", "H", "H"],
  "positions_angstrom": [[0.9056, -0.5930, -0.1374], [0.9733, 0.8887, -1.2240], [-2.1394, -2.1794, 0.1112], [-0.6255, -0.6744, -0.7538], [-1.4253, -2.7529, 0.5260], [1.5330, 2.5425, -1.1864], [1.1917, 1.7213, -0.5507], [-0.2066, -2.2461, 0.4724], [-1.6182, -3.4639, 1.2189], [-0.5195, 1.5293, 0.7096], [0.2054, 3.0616, 0.7922], [-0.0699, 2.2881, 0.0671], [0.0324, -1.0997, -0.1115], [0.5845, -2.9790, 0.6239], [-0.7992, 2.5661, -0.6960], [1.9779, 1.3908, 0.1385]],
  "lowdin_charge": [0.098, 0.039, 0.137, 0.143, 0.194, 0.083, -0.185, -0.141, 0.148, 0.042, 0.082, -0.164, 0.190, 0.174, 0.080, 0.081]
}

***

[7]
{
  "formula": "C3H11N2",
  "method": "ωB97M-V with the def2-TZVPD basis set",
  "charge": 2,
  "orbital_gap_ev": [14.8, 8.7],
  "homo_energy_ev": [-22.5, -22.8],
  "multiplicity": 2,
  "lumo_energy_ev": [-7.74, -14.10],
  "species": ["C", "H", "C", "C", "H", "H", "N", "H", "H", "H", "H", "H", "H", "H", "H", "N"],
  "positions_angstrom": [[-0.3363, 0.8694, 0.6690], [2.0696, 1.2816, -0.2597], [1.5759, 0.4398, -0.9636], [-0.4100, -0.5747, 1.1263], [0.6550, -0.9265, 1.2189], [1.8646, 0.4954, -2.0853], [-1.0625, -1.3426, 0.0602], [-1.2926, 1.3947, 0.7926], [2.0309, -0.5230, -0.6029], [-0.8508, -2.2967, 0.0353], [-0.5763, -0.8278, -0.7361], [0.4848, 1.3707, 1.2488], [-0.9331, -0.8097, 2.1371], [-1.9951, -1.1115, -0.0952], [0.0403, 1.6982, -1.1869], [0.1375, 0.7494, -0.8397]],
  "lowdin_charge": [-0.053, 0.214, 0.008, -0.137, 0.151, 0.163, 0.239, 0.155, 0.131, 0.171, 0.151, 0.169, 0.201, 0.163, 0.173, 0.102]
}

***

[8]
{
  "formula": "C3H11N2O",
  "method": "ωB97M-V with the def2-TZVPD basis set",
  "orbital_gap_ev": [3.8, 11.1],
  "homo_energy_ev": [-3.0, -10.5],
  "multiplicity": 2,
  "lumo_energy_ev": [0.72, 0.56],
  "species": ["H", "H", "H", "H", "O", "C", "N", "C", "H", "H", "H", "H", "H", "H", "C", "H", "N"],
  "positions_angstrom": [[0.6187, 0.6417, 2.9390], [1.6097, 1.5401, 1.7693], [-0.1457, 1.2287, 1.4148], [-2.9210, 0.1754, -1.3386], [0.3986, -0.5420, -0.0309], [0.7846, 0.8467, 1.8743], [1.7482, -1.3472, 1.6573], [-1.4486, 0.6633, -2.7563], [-1.2729, -0.0699, -0.8142], [-2.1203, 1.3503, -3.2444], [2.2858, -2.0179, 1.1048], [2.2502, -1.1495, 2.5069], [-1.5062, -0.2617, -3.3198], [-1.8895, 1.4065, -0.8552], [0.9892, -0.4315, 1.0261], [-0.4126, 1.0218, -2.8442], [-1.9435, 0.4930, -1.3688]],
  "lowdin_charge": [0.077, 0.074, 0.044, 0.026, -0.017, -0.040, 0.152, -0.192, 0.058, 0.044, 0.118, 0.101, 0.067, 0.023, -0.601, 0.082, -0.016]
}

***

[9]
{
  "formula": "C3H11N2O",
  "method": "ωB97M-V with the def2-TZVPD basis set",
  "orbital_gap_ev": [4.5, 10.5],
  "homo_energy_ev": [-3.4, -10.0],
  "multiplicity": 2,
  "lumo_energy_ev": [1.08, 0.50],
  "species": ["C", "H", "C", "H", "H", "H", "C", "H", "H", "H", "H", "H", "N", "H", "O", "N", "H"],
  "positions_angstrom": [[1.6887, 0.1288, 2.2399], [0.6704, 0.3273, -1.8851], [-1.3928, 0.0408, -1.3700], [0.0865, 1.2325, 1.0862], [2.4916, 0.5226, 1.6480], [1.6072, -0.8152, 2.7555], [-0.2969, 0.5195, -2.3519], [-1.8695, -1.7933, -0.4412], [-0.6062, 1.5402, -2.5224], [-0.5663, -1.9600, -1.3946], [-0.4947, -0.0629, 2.0146], [-0.2462, -0.0861, -3.2545], [0.3229, 0.2883, 1.4838], [0.2884, -0.3196, 0.5951], [-2.0938, 0.6873, -0.6283], [-1.1000, -1.2799, -0.8488], [1.5106, 1.0297, 2.8736]],
  "lowdin_charge": [-0.132, 0.042, -0.599, 0.083, 0.045, 0.057, -0.053, 0.079, 0.073, 0.077, 0.080, 0.070, -0.011, 0.083, -0.004, 0.048, 0.062]
}

***

[10]
{
  "formula": "C3H11N2O",
  "method": "ωB97M-V with the def2-TZVPD basis set",
  "charge": 1,
  "orbital_gap_ev": 6.9,
  "homo_energy_ev": -12.4,
  "multiplicity": 1,
  "lumo_energy_ev": -5.51,
  "species": ["H", "N", "H", "H", "H", "H", "H", "H", "C", "H", "H", "H", "C", "N", "H", "C", "O"],
  "positions_angstrom": [[0.7947, 2.0266, -3.0824], [0.7161, 1.5012, -1.0762], [-0.2091, -1.5085, 1.2202], [0.8485, -0.5434, -0.5136], [2.1142, 0.9581, -2.5429], [0.4851, 0.3106, -2.8530], [-1.7470, -0.4400, 0.9082], [-0.2874, 1.6144, -0.9781], [1.1160, 0.4653, -0.1541], [-3.0605, -2.2508, 1.3915], [0.7309, 1.5903, 1.2939], [2.1998, 0.5130, -0.0205], [-1.2784, -1.3600, 1.2257], [-2.0515, -2.3566, 1.4264], [-1.6835, -3.2959, 1.5418], [1.0483, 1.1674, -2.4662], [0.4840, 0.6742, 1.1056]],
  "lowdin_charge": [0.084, -0.109, 0.113, 0.110, 0.086, 0.077, 0.130, 0.106, -0.329, 0.161, 0.109, 0.133, 0.166, 0.213, 0.163, -0.112, -0.100]
}

***

[11]
{
  "formula": "C3H11N2O",
  "method": "ωB97M-V with the def2-TZVPD basis set",
  "charge": 1,
  "orbital_gap_ev": 9.9,
  "homo_energy_ev": -13.2,
  "multiplicity": 1,
  "lumo_energy_ev": -3.32,
  "species": ["H", "H", "C", "C", "C", "N", "H", "H", "H", "N", "H", "H", "H", "H", "H", "O", "H"],
  "positions_angstrom": [[-2.1167, 2.4622, -1.7329], [0.1465, 0.8219, -1.0623], [0.3151, -2.0381, 1.6910], [0.2504, -0.8083, 0.8314], [1.3187, -0.2606, 0.2445], [-1.0167, -0.2349, 0.7047], [-1.4315, -0.1398, -0.2219], [1.8286, 1.0072, -1.3800], [2.3222, -0.5156, 0.5329], [1.0988, 0.8596, -0.6851], [1.1498, 1.7352, -0.1584], [-1.7523, -0.6645, 1.2312], [0.0042, -2.8907, 1.0991], [-1.1961, 2.0934, -2.9255], [-0.3990, -1.8722, 2.4959], [-1.5194, 1.7900, -2.0707], [1.3073, -2.1958, 2.0788]],
  "lowdin_charge": [0.062, 0.105, -0.007, -0.365, -0.064, 0.108, 0.095, 0.175, 0.125, 0.197, 0.175, 0.096, 0.100, 0.060, 0.092, -0.043, 0.087]
}

***

[12]
{
  "formula": "C3H11N2O",
  "method": "ωB97M-V with the def2-TZVPD basis set",
  "charge": 1,
  "orbital_gap_ev": 10.2,
  "homo_energy_ev": -14.0,
  "multiplicity": 1,
  "lumo_energy_ev": -3.76,
  "species": ["H", "C", "H", "O", "H", "H", "N", "H", "H", "H", "H", "H", "H", "N", "C", "H", "C"],
  "positions_angstrom": [[0.2969, -2.0682, -0.2211], [-0.6400, -1.4996, -0.2179], [3.3310, -0.1019, 2.0714], [-3.5981, 1.7564, -2.0230], [-0.9567, -1.4572, -1.2458], [-0.4915, 0.7156, -0.3953], [3.2014, 0.2690, 1.1281], [-1.3270, -2.0370, 0.4231], [-3.6530, 1.8228, -2.9853], [0.8050, 0.1704, 2.0954], [-1.1570, 0.0928, 1.0361], [2.1050, 0.2501, -0.5249], [-4.5367, 1.8099, -1.7889], [0.8641, 0.1030, 1.0872], [2.0323, 0.0987, 0.5328], [4.1092, 0.1603, 0.6977], [-0.3846, -0.0852, 0.3303]],
  "lowdin_charge": [0.077, -0.046, 0.142, -0.075, 0.079, 0.129, 0.180, 0.080, 0.036, 0.177, 0.111, 0.168, 0.041, 0.080, -0.139, 0.138, -0.178]
}